96
Properties=species:S:1:pos:R:3:lowdin_charge:R:1 method="wB97M-V/def2-TZVPD" fmax_ha_per_bohr=0.0415 e_homo_ev=-9.1236 smiles=C1CCOC1.C1CCOC1.COCCOC.COCCOC.COCCOC.COCCOC.CO homo_lumo_gap_ev=9.74 e_lumo_ev=0.617 e_tot_ha=-1815.9094
C 1.92837 4.48890 -1.22888 -0.16
C 0.72153 5.34227 -1.47323 -0.16
C 0.09547 4.70747 -2.73323 -0.19
O 0.42443 3.31756 -2.63634 -0.15
C 1.65318 3.16231 -1.94192 -0.20
H 2.16458 4.40368 -0.16442 0.11
H 2.86214 4.90292 -1.61818 0.11
H 0.93425 6.39630 -1.66585 0.11
H -0.04348 5.37541 -0.69523 0.09
H 0.51334 5.12360 -3.66104 0.12
H -0.97974 4.74010 -2.90298 0.11
H 2.46128 2.92608 -2.64247 0.12
H 1.56986 2.30350 -1.27403 0.10
C 3.43881 -2.26456 2.46517 -0.17
C 3.52858 -1.24710 1.34232 -0.15
C 3.29340 0.01382 2.16590 -0.19
O 4.03032 -0.18730 3.39278 -0.15
C 4.20355 -1.60137 3.59984 -0.19
H 3.83159 -3.26015 2.25175 0.12
H 2.40066 -2.40379 2.76927 0.08
H 2.75315 -1.41558 0.59577 0.09
H 4.51278 -1.27270 0.87358 0.12
H 2.23416 0.07722 2.44394 0.11
H 3.56550 0.99003 1.76917 0.12
H 3.83859 -1.82047 4.60532 0.11
H 5.27431 -1.82465 3.55517 0.12
C -0.19722 -3.04200 1.22504 -0.09
O -0.65889 -1.74644 1.56963 -0.20
C -1.14726 -0.96061 0.52714 -0.21
C -0.10446 -0.29531 -0.35494 -0.19
O 0.49629 -1.24549 -1.20990 -0.20
C 1.56258 -0.73245 -1.98787 -0.09
H 0.25632 -3.61027 2.03363 0.08
H 0.52507 -2.89716 0.41531 0.08
H -1.04377 -3.62543 0.84020 0.09
H -1.73895 -0.18314 1.00642 0.09
H -1.87206 -1.47195 -0.12248 0.14
H 0.64937 0.13509 0.31898 0.12
H -0.55677 0.49217 -0.96405 0.13
H 1.79001 -1.48080 -2.74124 0.08
H 2.42000 -0.56992 -1.32637 0.08
H 1.26558 0.20639 -2.46478 0.08
C -2.61330 1.94029 2.40045 -0.09
O -2.38638 2.22485 1.02514 -0.21
C -2.63860 3.59574 0.70498 -0.19
C -2.67749 3.75899 -0.81017 -0.19
O -3.98002 3.97204 -1.33468 -0.17
C -4.75870 2.81200 -1.25830 -0.12
H -3.55665 1.39907 2.52438 0.07
H -2.57463 2.81914 3.04281 0.09
H -1.82977 1.23712 2.69682 0.09
H -1.75978 4.14810 1.06738 0.12
H -3.52478 4.00874 1.19188 0.13
H -2.25034 2.87096 -1.29064 0.13
H -2.09620 4.64018 -1.07011 0.10
H -4.52538 2.07980 -2.04178 0.09
H -5.82352 3.02372 -1.36865 0.09
H -4.68248 2.26774 -0.31047 0.08
C -3.53315 -3.74651 3.11132 -0.10
O -4.15201 -3.11123 2.01380 -0.17
C -4.20563 -1.72840 2.20647 -0.22
C -5.29695 -1.19002 3.16374 -0.19
O -6.62337 -1.38591 2.72010 -0.17
C -7.10114 -2.70133 2.74753 -0.12
H -2.53591 -3.32612 3.26825 0.07
H -3.54907 -4.82850 2.99409 0.09
H -4.08634 -3.60861 4.05256 0.08
H -4.34969 -1.21267 1.25121 0.13
H -3.25177 -1.28928 2.53809 0.11
H -5.21899 -0.10604 3.24449 0.11
H -5.16497 -1.68119 4.13880 0.12
H -7.06211 -3.18693 3.73329 0.09
H -6.57472 -3.35374 2.04716 0.08
H -8.15380 -2.70499 2.46126 0.09
C 3.15347 -1.81549 -7.37316 -0.12
O 2.84158 -0.50790 -6.93415 -0.18
C 3.12000 -0.27641 -5.56270 -0.19
C 4.58162 -0.46054 -5.14336 -0.21
O 4.61141 -0.24946 -3.74707 -0.19
C 5.81325 -0.66767 -3.15610 -0.12
H 2.95740 -1.82874 -8.44668 0.09
H 2.51091 -2.56329 -6.90169 0.09
H 4.20281 -2.09894 -7.27743 0.08
H 2.43796 -0.84082 -4.91907 0.11
H 2.88532 0.78635 -5.46574 0.13
H 5.21296 0.25156 -5.68677 0.13
H 4.97748 -1.45417 -5.37891 0.11
H 5.75858 -1.74803 -2.96311 0.09
H 5.95052 -0.19744 -2.18248 0.08
H 6.73042 -0.49399 -3.72634 0.09
C 0.63994 -2.09205 4.93219 -0.17
O -0.70333 -2.12062 5.35099 -0.11
H 1.19625 -3.01549 5.12850 0.09
H 0.64906 -1.86955 3.85988 0.05
H 1.23486 -1.32157 5.42690 0.08
H -1.08129 -2.99888 5.34820 0.07